# C15H8F6INO7STi

C15H8F6INO7STi as an isolated structure at a distorted geometry (ωB97M-V with the def2-TZVPD basis set, the OMol25 dataset).

Properties
- orbital gap (alpha / beta) (eV) = 3.0 / 3.0
- total charge = -2
- HOMO energy (alpha / beta) (Eh) = 0.016 / 0.013

CARTESIAN COORDINATES (ANGSTROEM)
Ti 0.320 -0.419 -0.340
O -0.627 3.235 1.145
C -0.479 2.237 0.446
O 0.096 1.116 0.866
C -0.941 2.138 -0.937
C -1.609 3.158 -1.596
C -2.043 2.996 -2.896
C -1.776 1.730 -3.515
C -1.119 0.759 -2.827
N -0.676 0.908 -1.542
H -1.769 4.075 -1.042
H -2.564 3.784 -3.424
H -2.092 1.524 -4.531
H -0.920 -0.207 -3.275
F 2.958 -0.311 -1.977
C 2.316 0.388 -0.957
F 2.348 1.679 -1.404
F 3.269 0.385 0.051
I 4.701 -6.815 -3.786
C 3.118 -5.528 -3.287
C 1.822 -5.899 -3.613
C 0.783 -5.042 -3.284
C 1.032 -3.838 -2.638
C 2.337 -3.488 -2.319
C 3.391 -4.333 -2.644
C -0.136 -2.926 -2.296
O -1.261 -3.245 -2.638
O 0.201 -1.851 -1.673
H 1.627 -6.838 -4.114
H -0.244 -5.290 -3.518
H 2.528 -2.545 -1.828
H 4.407 -4.057 -2.397
F 0.111 -0.462 3.452
C -0.252 -1.733 3.389
F 0.628 -2.461 4.101
F -1.452 -1.863 3.980
S -0.326 -2.359 1.657
O 1.006 -2.062 1.129
O -0.670 -3.739 1.825
O -1.298 -1.497 0.994